1.
{"formula": "C38H37ClN9O4W", "method": "ωB97M-V/def2-TZVPD", "symbols": ["W", "C", "N", "C", "C", "N", "C", "C", "C", "C", "C", "C", "N", "C", "N", "C", "C", "C", "C", "C", "C", "N", "H", "H", "H", "H", "H", "H", "H", "H", "H", "H", "H", "H", "H", "H", "H", "C", "N", "C", "C", "C", "C", "C", "C", "C", "C", "H", "H", "H", "H", "H", "H", "H", "H", "H", "H", "H", "H", "C", "C", "C", "C", "Cl", "C", "C", "C", "O", "C", "C", "O", "O", "H", "H", "H", "H", "H", "H", "H", "H", "N", "C", "O", "C", "C", "N", "C", "N", "H", "H"], "positions_angstrom": [[0.27243, 0.02743, 0.27670], [-1.55582, 0.58411, 2.93468], [-0.87339, 1.30230, 1.84265], [0.30179, 2.13368, 2.20402], [1.34334, 1.75506, 1.13592], [1.01584, 0.61320, -1.16533], [1.92689, 1.05770, -2.12897], [1.95461, 0.42490, -3.37046], [2.93151, 0.72706, -4.30228], [3.90169, 1.67292, -3.98908], [3.86972, 2.32402, -2.76757], [2.88613, 2.03132, -1.82976], [2.93414, 2.74538, -0.61877], [-1.97443, -0.77874, 2.49328], [-1.46048, -1.42578, 1.47851], [-1.94863, -2.74212, 1.59914], [-1.63576, -3.92471, 0.91958], [-2.26764, -5.08247, 1.31571], [-3.19219, -5.09877, 2.37180], [-3.48262, -3.95597, 3.08307], [-2.82824, -2.79626, 2.68199], [-2.83268, -1.52219, 3.22549], [-2.42079, 1.16064, 3.27992], [-0.86766, 0.46687, 3.77690], [-1.56545, 1.86237, 1.35348], [0.62386, 1.94466, 3.22730], [0.02527, 3.19348, 2.16351], [1.23256, -0.33913, -3.57106], [2.94955, 0.20170, -5.24452], [4.68668, 1.90756, -4.69343], [4.61627, 3.07242, -2.53166], [3.71721, 3.37304, -0.54709], [-0.91012, -3.95386, 0.12244], [-2.03752, -6.00683, 0.80566], [-3.66509, -6.03019, 2.64691], [-4.16440, -3.96518, 3.92043], [-3.30597, -1.22649, 4.06194], [-0.95187, -1.92647, -3.50138], [-2.04895, -2.51342, -2.78508], [-3.24461, -2.60998, -3.59362], [-2.20214, -1.96045, -1.45575], [-2.50408, -0.48318, -1.32803], [-3.74687, -0.04063, -1.79547], [-4.11991, 1.28958, -1.79652], [-3.22951, 2.22617, -1.30153], [-2.02114, 1.79117, -0.77231], [-1.63673, 0.44253, -0.73375], [-0.76327, -2.48493, -4.41824], [-0.04941, -1.98407, -2.88819], [-1.13664, -0.87281, -3.77226], [-3.04278, -3.25845, -4.44686], [-3.59235, -1.64604, -3.99306], [-4.05454, -3.05644, -3.01548], [-1.27205, -2.17027, -0.91946], [-2.99930, -2.52253, -0.96062], [-4.44539, -0.77869, -2.16574], [-5.08460, 1.59023, -2.17702], [-3.47337, 3.28081, -1.30604], [-1.36240, 2.56527, -0.39541], [3.56236, 3.78787, 2.01763], [2.29340, 4.02735, 1.26456], [1.59204, 5.17480, 1.51571], [0.48806, 5.51567, 0.71960], [-0.30836, 6.97262, 1.03656], [0.05330, 4.72874, -0.36790], [0.69665, 3.55792, -0.58856], [1.81150, 3.02998, 0.24761], [2.57785, 1.14214, 1.47333], [2.75978, 0.68585, 2.80223], [1.60043, -0.19497, 3.22379], [1.40416, -0.47365, 4.38793], [0.84592, -0.59600, 2.24655], [3.33861, 3.66516, 3.07977], [4.18499, 4.68198, 1.95059], [4.10951, 2.92345, 1.66389], [1.91647, 5.86961, 2.27733], [-0.74043, 5.08432, -1.00642], [0.41915, 2.95100, -1.43820], [2.86868, 1.49795, 3.52698], [3.68121, 0.09935, 2.79999], [1.23968, -3.28087, 1.57918], [1.53743, -2.86736, 0.34058], [1.07138, -1.72602, -0.10687], [2.27076, -3.60697, -0.57914], [2.79637, -4.86601, -0.18896], [3.16179, -5.90307, 0.15044], [2.46332, -3.07859, -1.87998], [2.62499, -2.64501, -2.93410], [1.63767, -4.14098, 1.92148], [0.82261, -2.62682, 2.22518]], "atomic_forces_ev_per_a": [[-0.6413, -0.5523, 0.3359], [-0.1105, 0.1090, -0.0029], [-0.0289, 0.0989, -0.0873], [0.0913, 0.3056, -0.0013], [0.2982, -0.3086, 0.1108], [0.7667, 0.5248, -0.6574], [-0.3651, -0.3594, 0.3132], [0.2786, 0.2285, -0.1754], [-0.0471, 0.0654, 0.2193], [-0.0670, -0.0422, 0.0779], [-0.0342, -0.1156, -0.2671], [0.0195, 0.4077, 0.1388], [-0.0755, -0.5712, -0.0310], [-0.0753, 0.0639, -0.0484], [0.1201, -0.0924, 0.2232], [-0.0104, 0.0357, 0.0515], [-0.0957, 0.0696, -0.0448], [-0.0322, 0.0092, 0.0170], [0.0126, 0.0050, 0.0214], [0.0616, -0.0131, -0.0695], [-0.0685, -0.0399, 0.0700], [0.1392, 0.0130, -0.1232], [0.0742, -0.0570, 0.0013], [-0.0323, -0.0353, -0.0583], [0.0511, -0.0540, 0.0445], [-0.0831, -0.0390, 0.0218], [0.0087, -0.1358, 0.0208], [-0.2336, -0.2317, -0.0329], [0.0239, -0.0146, -0.0443], [0.0149, 0.0032, -0.0402], [0.0261, 0.0359, -0.0050], [-0.0701, 0.0212, -0.0196], [-0.0527, 0.0185, -0.0885], [0.0117, -0.0249, -0.0237], [-0.0186, -0.0398, 0.0020], [-0.0442, 0.0040, 0.0447], [-0.0078, -0.0186, -0.0024], [0.3183, 0.1181, -0.1189], [-0.1172, -0.0797, 0.0582], [-0.0453, -0.0181, -0.0327], [0.0706, -0.2215, 0.2320], [-0.2217, 0.2351, 0.0944], [0.0120, -0.0871, -0.0608], [0.0743, 0.0203, 0.0340], [0.0909, -0.0433, 0.0691], [-0.1813, -0.0597, -0.1757], [0.1037, 0.0905, -0.0599], [-0.0002, -0.0028, -0.0225], [0.0048, 0.0389, -0.0443], [0.0439, 0.0373, -0.0318], [0.0126, -0.0198, 0.0082], [0.0159, 0.0285, -0.0225], [-0.0116, -0.0195, 0.0281], [-0.1337, 0.0396, -0.1543], [0.0348, 0.0204, 0.0180], [-0.0156, 0.0020, -0.0038], [-0.0649, 0.0080, -0.0258], [-0.0103, 0.0317, -0.0070], [-0.0411, -0.0658, 0.0668], [-0.0797, 0.0392, -0.0159], [0.1152, 0.0303, -0.0442], [-0.1559, -0.0992, -0.1591], [0.0636, 0.1490, 0.1423], [0.0058, -0.0472, -0.0265], [0.2685, -0.2188, 0.1115], [-0.0210, 0.0832, 0.0373], [-0.0687, 0.4108, 0.0881], [-0.0350, 0.4215, 0.3453], [-0.0998, -0.0483, -0.0829], [0.0170, -0.2357, 0.0570], [0.0814, 0.0776, -0.0265], [0.1810, 0.1673, -0.0092], [0.0084, -0.0224, 0.0194], [0.0184, 0.0301, -0.0185], [0.0011, -0.0207, -0.0012], [0.0263, 0.0123, 0.0468], [-0.0557, 0.0102, -0.0532], [0.0335, -0.0229, -0.0873], [0.0128, -0.0032, -0.0489], [-0.0781, 0.0393, 0.0172], [0.2827, 0.0782, 0.0207], [0.0998, 0.0901, -0.3308], [-0.4044, 0.0150, 0.1028], [-0.0645, -0.0732, 0.4744], [-0.1614, 0.0598, -0.3306], [0.1091, -0.1124, 0.1988], [0.1419, -0.1527, 0.0490], [-0.0358, 0.0624, -0.1035], [-0.0133, -0.0008, -0.0288], [0.0635, -0.0453, -0.0829]], "e_tot_ha": -2791.0394, "orbital_gap_ev": 4.1960, "charge": 1, "relative_energy_kcal_mol": 2.5, "homo_energy_ev": -10.085}

2.
{"formula": "C38H37NP", "method": "ωB97M-V/def2-TZVPD", "symbols": ["C", "C", "C", "C", "P", "C", "C", "C", "C", "C", "C", "C", "C", "C", "C", "C", "C", "C", "C", "H", "H", "H", "H", "H", "H", "H", "H", "H", "H", "H", "H", "H", "H", "H", "C", "C", "C", "C", "C", "N", "C", "C", "C", "C", "C", "C", "C", "C", "C", "C", "C", "C", "C", "C", "C", "H", "H", "H", "H", "H", "H", "H", "H", "H", "H", "H", "H", "H", "H", "H", "H", "H", "H", "H", "H", "H", "H"], "positions_angstrom": [[0.95844, -2.73638, 4.55767], [-0.11231, -1.93798, 4.13367], [-0.03614, -1.28925, 2.90383], [1.04095, -1.51153, 2.04240], [1.03013, -0.43984, 0.56189], [1.54609, 1.14698, 1.31246], [1.76201, 2.18295, 0.40528], [2.30600, 3.39060, 0.80186], [2.79167, 3.52053, 2.10650], [2.59263, 2.49389, 3.03667], [1.96733, 1.31152, 2.64456], [2.65051, -0.94193, -0.18434], [2.66934, -2.10475, -0.95344], [3.83877, -2.68535, -1.40859], [5.06233, -2.14658, -1.01004], [5.09286, -0.96339, -0.26590], [3.89775, -0.36704, 0.14900], [2.09446, -2.35584, 2.45070], [2.04646, -2.96720, 3.70813], [0.92854, -3.16636, 5.55628], [-1.00052, -1.79173, 4.74212], [-0.78836, -0.56462, 2.61353], [1.50955, 2.01159, -0.63241], [2.36359, 4.20092, 0.07813], [3.32580, 4.42034, 2.38143], [2.93649, 2.60935, 4.06453], [1.83045, 0.51847, 3.37467], [1.72811, -2.57049, -1.17947], [3.76868, -3.55857, -2.05169], [5.97353, -2.66145, -1.28457], [6.05150, -0.51456, -0.00155], [3.95124, 0.54083, 0.74363], [2.95580, -2.53929, 1.81207], [2.86537, -3.61730, 4.03350], [-4.67296, 0.02307, 0.16793], [-3.81008, 0.79926, 1.16069], [-4.66737, 1.89812, 1.80910], [-3.31595, -0.11522, 2.26404], [-2.63482, 1.37929, 0.35791], [-2.76708, 2.68211, 0.00367], [-1.78934, 3.04218, -0.91712], [-1.02303, 1.88840, -1.16874], [-0.05834, 1.95315, -2.18629], [0.17700, 3.18842, -2.81248], [-0.54107, 4.33650, -2.46698], [-1.55781, 4.26693, -1.51115], [-1.46283, 0.86385, -0.25122], [-0.66555, -0.45289, -0.19557], [-0.79354, -1.23818, -1.51212], [-1.40273, -0.72882, -2.66342], [-1.23628, -1.36799, -3.89195], [-0.50575, -2.55508, -3.97531], [-0.10407, -3.11339, -5.30441], [-0.16326, -3.20821, -2.78834], [-0.36496, -2.57375, -1.55857], [-4.09769, -0.76049, -0.33220], [-5.52234, -0.44517, 0.68533], [-5.07808, 0.68549, -0.60721], [-4.07584, 2.54587, 2.46286], [-5.22390, 2.50094, 1.08177], [-5.41967, 1.41938, 2.44473], [-2.61506, 0.42843, 2.90516], [-4.15628, -0.43608, 2.88779], [-2.82768, -1.00879, 1.85660], [-3.47726, 3.34060, 0.31710], [0.51685, 1.06763, -2.47784], [0.95260, 3.24853, -3.57862], [-0.29637, 5.28446, -2.94004], [-2.16240, 5.11920, -1.21829], [-1.20538, -1.06020, 0.56175], [-2.02391, 0.16366, -2.62703], [-1.67270, -0.94334, -4.80471], [0.46681, -4.03815, -5.18612], [-0.94714, -3.31460, -5.96893], [0.52915, -2.39421, -5.83373], [0.26584, -4.21094, -2.82012], [-0.16878, -3.07652, -0.61039]], "atomic_forces_ev_per_a": [[-0.2943, 0.0790, -0.2729], [0.3630, 0.1169, -0.1672], [0.1674, -0.3662, 0.0887], [-0.2740, -0.2387, 0.1735], [2.5500, 0.4758, 2.0469], [0.0167, 0.3038, -0.0694], [-0.2602, -0.1786, -0.0380], [0.2972, -0.0405, 0.2557], [-0.3784, -0.1555, -0.1368], [0.0853, 0.0836, -0.3783], [-0.2929, -0.1663, -0.1479], [0.1312, -0.3426, -0.7196], [-0.3588, 0.1007, -0.0404], [0.2896, 0.1496, 0.3100], [-0.3238, 0.0831, -0.1734], [-0.3817, -0.3055, 0.0123], [-0.3364, 0.2962, 0.0098], [-0.3182, 0.0511, -0.1125], [-0.1894, 0.2753, 0.0441], [0.0383, -0.0760, -0.2570], [0.2814, -0.0001, 0.1132], [-0.0893, -0.2091, 0.1406], [0.0354, 0.3091, 0.1175], [0.2357, -0.1425, 0.1886], [-0.1311, 0.0376, 0.1441], [-0.0615, -0.0608, -0.2985], [0.0028, 0.1169, -0.1276], [0.1900, -0.0786, -0.2253], [0.1825, 0.0552, 0.2235], [0.0904, 0.1966, -0.0684], [-0.3559, -0.1052, 0.0168], [-0.0581, -0.1160, -0.1100], [-0.2243, 0.0830, 0.0371], [-0.3213, 0.3196, -0.1679], [-0.3873, -0.2143, -0.1830], [0.4454, 0.1216, -0.2645], [-0.0793, -0.0531, 0.1370], [0.1379, -0.2035, 0.2193], [0.5422, -0.6371, 0.5673], [0.4162, 1.0336, -0.8825], [-0.2938, -0.6120, 0.2613], [0.1154, 0.6546, 0.1308], [0.2450, 0.6361, -0.1955], [0.1797, -0.9068, 0.1182], [-0.3944, 0.1431, 0.4678], [0.3353, 0.2526, -0.4174], [0.2159, 0.3087, -0.2255], [-2.8562, -0.2966, -0.1671], [-0.0992, -0.7201, 0.0140], [0.0362, 0.0869, -0.3535], [-0.0887, -0.0915, 0.2501], [-0.0523, -0.1025, 0.1343], [0.1542, -0.1819, -0.3126], [-0.2956, 0.1650, 0.3209], [-0.0084, 0.4554, -0.3056], [-0.0284, 0.0141, 0.0604], [0.1876, 0.0927, -0.1033], [0.0959, -0.0968, 0.1358], [-0.0232, 0.0183, -0.1094], [0.1723, -0.0674, 0.0730], [0.0797, 0.0424, -0.1353], [-0.0406, -0.1231, 0.0170], [0.1230, -0.0785, -0.1147], [-0.1064, 0.1142, 0.1539], [0.2796, -0.6732, -0.0573], [-0.1462, 0.3654, 0.0798], [-0.2764, -0.0064, 0.1918], [-0.1413, -0.1861, 0.0527], [0.1460, 0.0715, -0.2000], [0.5430, 0.0627, -0.2106], [0.4254, -0.0668, 0.0460], [0.2122, -0.0862, 0.4493], [-0.0968, 0.1012, -0.0534], [-0.0731, -0.0046, 0.1604], [-0.0033, -0.0817, 0.0867], [-0.1191, 0.2456, -0.0125], [0.2144, -0.0466, -0.2353]], "e_tot_ha": -1866.1244, "orbital_gap_ev": 7.8855, "charge": 1, "relative_energy_kcal_mol": 16.5, "homo_energy_ev": -10.350}